Molecular formula: C22H60F3O11
Method: DFT, the ωB97M-V functional and the def2-TZVPD basis

Cartesian coordinates (Å):
C -7.54 9.43 -19.73
O -6.40 9.29 -18.86
O -7.13 10.50 -20.56
C -8.01 8.07 -20.45
F -6.95 7.30 -20.84
F -8.73 7.33 -19.64
F -8.79 8.45 -21.52
C -6.58 8.25 -17.78
C -5.98 8.78 -16.43
H -4.97 9.07 -16.72
H -6.35 9.67 -15.90
H -5.92 8.01 -15.67
H -6.23 7.23 -17.92
H -7.64 8.10 -17.58
H -8.37 9.89 -19.20
C -1.98 9.91 -19.64
C -3.51 9.92 -19.54
O -4.20 10.55 -20.63
H -1.55 9.78 -18.65
H -1.72 10.84 -20.15
H -1.63 9.10 -20.29
H -3.86 10.50 -18.69
H -3.93 8.92 -19.38
H -5.12 10.40 -20.39
C -2.74 10.61 -15.61
C -2.03 9.31 -15.67
O -0.77 9.56 -15.09
H -2.06 11.37 -16.00
H -2.81 11.03 -14.61
H -3.73 10.58 -16.06
H -2.08 8.79 -16.62
H -2.59 8.62 -15.03
H -0.28 10.21 -15.60
C -2.52 5.48 -20.77
C -3.89 6.07 -20.57
O -4.73 5.44 -21.45
H -2.55 4.48 -20.36
H -1.74 6.00 -20.22
H -2.08 5.41 -21.77
H -3.67 7.03 -21.04
H -4.26 6.05 -19.54
H -5.51 6.00 -21.53
C -6.68 12.82 -13.06
C -7.76 11.81 -13.64
O -8.40 11.12 -12.57
H -7.21 13.52 -12.41
H -6.26 13.49 -13.80
H -5.80 12.42 -12.57
H -7.26 11.07 -14.28
H -8.51 12.37 -14.19
H -8.93 10.45 -13.00
C -6.35 13.88 -16.82
C -6.61 12.52 -17.37
O -7.28 12.80 -18.59
H -5.78 14.37 -17.61
H -5.77 13.91 -15.90
H -7.28 14.38 -16.55
H -7.14 12.02 -16.56
H -5.65 12.11 -17.68
H -7.22 11.96 -19.05
C -5.31 9.41 -11.43
C -4.14 9.58 -12.45
O -3.20 8.63 -12.09
H -6.00 10.25 -11.43
H -5.00 9.24 -10.40
H -5.90 8.56 -11.78
H -3.70 10.57 -12.46
H -4.51 9.40 -13.46
H -2.31 8.88 -12.36
C -10.77 5.79 -17.73
C -10.03 4.43 -17.69
O -10.32 3.71 -16.53
H -10.40 6.23 -18.66
H -10.58 6.48 -16.90
H -11.84 5.60 -17.70
H -8.94 4.47 -17.71
H -10.16 3.69 -18.48
H -9.50 3.30 -16.27
C -10.09 11.15 -16.63
C -9.84 9.92 -15.80
O -10.42 9.98 -14.53
H -9.95 12.12 -16.15
H -11.13 11.14 -16.96
H -9.46 11.16 -17.53
H -8.78 9.78 -15.62
H -10.16 8.93 -16.15
H -10.97 9.21 -14.36
C -6.27 9.16 -24.12
C -5.95 10.61 -23.86
O -7.05 11.36 -23.43
H -7.13 8.87 -23.51
H -5.48 8.49 -23.79
H -6.59 8.98 -25.15
H -5.27 11.09 -24.56
H -5.33 10.64 -22.96
H -6.95 11.30 -22.48

Computed properties:
LUMO level	2.09	eV
HOMO-LUMO gap	7.4628	eV
2S+1	1
ΔE to the lowest compared entry with this formula, charge and spin	91.3	kcal per mole
charge	-1
HOMO level	-5.377	eV



Molecular formula: C22H60N4O6
Method: DFT, the ωB97M-V functional and the def2-TZVPD basis

Cartesian coordinates (Å):
C 5.90 4.07 -2.53
C 5.13 2.75 -2.22
C 4.60 2.02 -3.52
O 4.03 0.79 -3.24
C 2.82 0.91 -2.59
N 6.05 1.88 -1.43
H 6.41 4.51 -1.66
H 5.37 4.92 -2.95
H 6.60 3.78 -3.31
H 4.29 2.98 -1.56
H 5.43 1.97 -4.22
H 3.84 2.60 -4.04
H 2.10 1.41 -3.23
H 2.97 1.43 -1.64
H 2.38 -0.08 -2.46
H 5.69 0.93 -1.37
H 6.91 1.78 -1.94
C 0.87 -3.80 1.06
C -0.07 -4.80 1.69
C -1.55 -4.58 1.52
O -2.10 -4.18 0.18
C -2.50 -5.29 -0.61
N 0.19 -6.09 1.04
H 1.95 -3.97 1.12
H 0.62 -2.83 1.49
H 0.59 -3.69 0.01
H 0.24 -4.96 2.72
H -1.74 -3.59 1.94
H -2.13 -5.35 2.02
H -1.77 -6.05 -0.87
H -2.87 -4.99 -1.58
H -3.32 -5.79 -0.08
H -0.32 -6.86 1.44
H -0.03 -6.03 0.06
C -1.19 2.94 -1.84
C -0.44 4.04 -2.60
C -0.30 5.45 -1.98
O 0.98 5.78 -1.37
C 1.21 7.24 -1.16
N 0.92 3.65 -2.71
H -0.55 2.34 -1.19
H -1.80 2.23 -2.40
H -1.82 3.49 -1.14
H -0.98 4.03 -3.54
H -1.13 5.67 -1.32
H -0.42 6.24 -2.71
H 1.17 7.91 -2.02
H 2.14 7.38 -0.60
H 0.41 7.70 -0.59
H 1.38 3.20 -1.94
H 1.39 4.52 -2.92
C -0.76 -0.99 -1.02
C -1.36 -0.66 0.29
C -0.39 0.27 1.11
O 0.83 -0.47 1.44
C 1.06 -0.51 2.87
N -2.69 -0.18 -0.06
H -0.88 -0.17 -1.73
H -1.01 -1.93 -1.52
H 0.30 -1.14 -0.84
H -1.41 -1.62 0.79
H -0.88 0.80 1.93
H -0.03 1.11 0.54
H 0.55 -1.37 3.30
H 0.86 0.40 3.45
H 2.08 -0.79 3.13
H -3.13 -1.05 -0.34
H -2.82 0.40 -0.87
C -4.53 -1.97 -2.62
C -5.92 -1.49 -3.17
C -6.24 -0.15 -2.69
O -5.87 -1.46 -4.58
H -3.67 -1.33 -2.78
H -4.27 -2.89 -3.14
H -4.46 -2.19 -1.55
H -6.69 -2.21 -2.92
H -7.00 0.39 -3.27
H -5.51 0.66 -2.71
H -6.52 -0.22 -1.64
H -5.19 -2.09 -4.83
C 0.83 -2.78 6.85
C 0.82 -1.47 7.60
C 0.60 -0.19 6.72
O -0.06 -1.32 8.69
H -0.08 -3.39 6.85
H 1.57 -3.45 7.30
H 1.16 -2.57 5.84
H 1.80 -1.29 8.03
H 1.16 -0.31 5.79
H 0.80 0.71 7.29
H -0.43 -0.28 6.38
H -0.17 -0.40 8.94

Computed properties:
LUMO level (alpha / beta)	2.40 / 2.38	eV
HOMO-LUMO gap (alpha / beta)	1.4226 / 9.0308	eV
⟨S²⟩	0.75
2S+1	2
charge	-1
HOMO level (alpha / beta)	0.972 / -6.646	eV